Formula: C21H17Cl2N3O2SSeTeTi
Source: the Open Molecules 2025 dataset
Level of theory: ωB97M-V/def2-TZVPD

XYZ file:
```
49
Properties=species:S:1:pos:R:3:lowdin_spin:R:1
Ti -0.069 0.321 -0.042 1.068
O 3.723 -3.512 5.811 0.000
C 3.558 -2.230 5.381 -0.001
O 4.280 -1.376 5.825 -0.002
C 2.535 -2.002 4.337 -0.006
C 2.154 -0.687 4.065 0.001
C 1.203 -0.405 3.110 -0.002
C 0.605 -1.428 2.355 0.003
C 0.981 -2.754 2.641 -0.005
C 1.929 -3.027 3.603 0.001
N -0.294 -1.111 1.351 -0.021
C -1.357 -1.991 1.146 -0.018
C -2.161 -1.707 0.085 -0.001
C -3.306 -2.467 -0.337 -0.010
C -4.030 -2.076 -1.407 0.004
C -3.643 -0.898 -2.131 -0.018
C -2.539 -0.225 -1.723 0.013
N -1.776 -0.583 -0.650 -0.010
H 3.034 -4.066 5.429 0.000
H 2.614 0.109 4.635 0.000
H 0.893 0.618 2.934 0.002
H 0.559 -3.556 2.051 0.000
H 2.223 -4.065 3.736 0.000
H -1.543 -2.797 1.843 -0.001
H -3.564 -3.356 0.227 0.000
H -4.891 -2.649 -1.728 0.001
H -4.203 -0.558 -2.990 -0.002
H -2.193 0.657 -2.252 0.002
Cl 3.563 -1.352 0.563 0.002
C 3.704 0.270 -0.081 0.001
Cl 2.437 1.389 0.490 0.012
H 3.628 0.233 -1.159 0.000
H 4.645 0.690 0.254 0.000
Se -0.767 2.490 1.150 -0.009
Te -0.482 3.475 -1.132 0.001
C -2.464 4.186 -1.374 0.000
C -3.504 3.848 -0.520 0.000
C -4.775 4.363 -0.738 0.000
C -5.018 5.211 -1.808 0.000
C -3.979 5.544 -2.666 0.000
C -2.707 5.035 -2.450 0.000
H -3.319 3.178 0.312 0.000
H -5.580 4.092 -0.066 0.000
H -6.011 5.610 -1.974 0.000
H -4.157 6.204 -3.507 0.000
H -1.902 5.306 -3.124 0.000
S 0.913 -0.430 -2.234 -0.001
C 1.864 0.866 -2.723 0.000
N 2.524 1.760 -3.051 -0.001
```

Computed properties:
**Net charge**: -1
**Relative energy (zero: lowest compared OMol25 entry of this formula, charge and spin)**: 1.0845 eV
**2S+1**: 2
**E_LUMO (alpha / beta)**: 2.332 / 2.343 eV
**<S²>**: 0.79